Below is C14H19MnN9O4 as an isolated structure, with properties calculated with the ωB97M-V functional and the def2-TZVPD basis.

Structure (XYZ):
```
47
Properties=species:S:1:pos:R:3
Mn -0.33655 0.15422 -0.51739
N 1.68640 0.58953 2.29805
C 2.67964 0.25994 1.28501
C 4.13793 0.13193 1.76422
C 4.37599 -1.07672 2.67130
C 4.73415 -2.35083 1.90266
N 3.86469 -2.60721 0.75727
C 2.55455 -2.77580 0.86228
N 1.99530 -2.93643 2.05828
N 1.78089 -2.76225 -0.21657
C 2.51411 1.27679 0.11963
O 3.39717 2.06937 -0.13080
O 1.39279 1.13735 -0.51654
H 1.93819 1.43304 2.80076
H 1.52052 -0.15631 2.96022
H 2.35723 -0.68289 0.83459
H 4.41466 1.06274 2.26507
H 4.79995 0.07299 0.89442
H 3.50453 -1.23338 3.31101
H 5.20967 -0.90823 3.35951
H 4.76049 -3.23555 2.54477
H 5.73208 -2.25542 1.47570
H 4.20843 -2.31232 -0.14095
H 2.56069 -3.04942 2.87927
H 1.00180 -3.06350 2.13393
H 2.18386 -2.45739 -1.08836
H 0.80252 -2.47774 -0.05767
O -0.44682 -1.31867 1.14171
N -1.64318 -1.51409 1.60800
N -2.53145 -0.79634 1.06979
O -2.29900 0.03222 0.10745
C -3.89197 -0.93657 1.51055
C -4.17882 -1.59294 2.70104
C -5.50389 -1.71377 3.08135
C -6.51538 -1.18415 2.28968
C -6.20336 -0.52618 1.11049
C -4.88314 -0.39409 0.70813
H -3.38449 -1.99363 3.31060
H -5.74601 -2.22010 4.00544
H -7.54739 -1.28197 2.59682
H -6.98867 -0.11234 0.49354
H -4.61483 0.11340 -0.20488
N -2.42000 -2.58157 -5.84364
C -1.72979 -1.82261 -5.31032
N -0.89845 -0.94418 -4.78677
C -0.69257 -0.81911 -3.54952
N -0.40671 -0.63264 -2.42429
```

* HOMO (spin up / spin down): -0.3011 / -0.3058 Ha
* E_tot: -2489.633320 Ha
* spin multiplicity: 6
* HOMO-LUMO gap (spin up / spin down): 0.290 / 0.295 Ha
* energy relative to the best compared isomer or geometry (same formula, charge and spin): 24.6 kcal/mol